Entry 1:
An isolated ion of composition C2H6NS and charge -1. Source: the Open Molecules 2025 dataset; level of theory: the ωB97M-V functional and the def2-TZVPD basis.

```
10
Properties=species:S:1:pos:R:3:lowdin_charge:R:1
C 0.096 0.083 -0.709 -0.4365
C 0.596 -0.675 0.525 -0.8270
S 1.041 0.411 1.900 0.0693
N -1.100 0.898 -0.466 -0.0623
H 0.898 0.753 -1.031 0.0807
H -0.140 -0.625 -1.510 0.0805
H -0.208 -1.367 0.818 0.0237
H 1.433 -1.314 0.197 0.0277
H -1.775 0.292 -0.002 0.0419
H -0.840 1.544 0.278 0.0020
```

Computed properties:
- multiplicity = 1
- HOMO-LUMO gap (eV) = 6.74
- relative energy (zero: lowest compared OMol25 entry of this formula, charge and spin) (kJ/mol) = 0.0
- total charge = -1
- max |F| (eV/Å) = 0.438
- structure (SMILES) = NCC[S-]
- HOMO level (eV) = -2.331
- electronic energy (eV) = -14497.4415


Entry 2:
One molecule with the formula C4H8N2O2. Source: the Open Molecules 2025 dataset; level of theory: the ωB97M-V functional and the def2-TZVPD basis.

```
16
Properties=species:S:1:pos:R:3:lowdin_charge:R:1
C 1.269 -0.724 -0.326 -0.1161
C -0.188 -0.084 1.598 -0.0493
N -0.061 -0.388 0.179 -0.1193
C -1.047 -0.201 -0.795 -0.5791
N -2.221 0.309 -0.321 0.1542
C 1.799 0.622 -0.771 -0.2239
O -1.010 -0.683 -1.923 0.0381
O 1.791 1.705 -0.200 0.0428
H -2.140 1.110 0.290 0.0975
H -2.919 0.399 -1.048 0.1106
H 1.181 -1.379 -1.201 0.1201
H 1.913 -1.166 0.437 0.1313
H 2.259 0.495 -1.818 0.1333
H -1.228 -0.135 1.931 0.0845
H 0.403 -0.799 2.177 0.0901
H 0.199 0.921 1.791 0.0850
```

Computed properties:
- multiplicity = 1
- HOMO-LUMO gap (eV) = 9.94
- relative energy (zero: lowest compared OMol25 entry of this formula, charge and spin) (kJ/mol) = 138.9
- total charge = 0
- max |F| (eV/Å) = 2.592
- structure (SMILES) = CN(CC=O)C(N)=O
- HOMO level (eV) = -9.113
- electronic energy (eV) = -11352.6730